Density functional theory data (ωB97M-V with the def2-TZVPD basis set) for C39H44GeI2IrNO3Sb as an isolated structure at a distorted geometry.

Geometry (Å):
Ir 0.52298 0.08892 0.27588
I -6.65260 0.09690 -0.57536
I -2.22508 -3.57713 -2.14651
Sb 2.44477 -1.53639 -0.41425
Ge 2.74580 4.42089 2.54712
O -0.58093 -1.34705 -0.49968
O 1.05922 1.52163 -0.97598
O 1.56564 1.73455 1.07947
N -1.38002 0.85065 0.75160
C 3.25412 6.32741 4.65585
C 2.30351 -1.54664 -3.43944
C -4.18566 -1.48503 -1.16260
C 2.94470 7.37509 2.52884
C 4.40413 3.41060 2.66168
C -4.62623 -0.35902 -0.52782
C -2.34596 0.11141 0.11604
C 5.21723 3.17183 1.55358
C 1.59553 2.26729 -0.06282
C 4.83581 2.93873 3.90352
C 1.03598 -3.95023 0.77409
C -0.93773 3.87877 4.47949
C -0.87123 2.61393 5.05000
C -1.89609 -1.05962 -0.54589
C 3.37619 8.72031 4.47463
C 3.78142 0.26791 -2.47298
C 5.44378 -1.90435 0.17811
C 3.29689 -1.17410 -2.34002
C 6.02730 2.23826 4.03031
C -1.71064 1.93165 1.43052
C 4.14581 -1.54553 0.89816
C -2.81683 -1.84787 -1.17263
C 0.29364 1.86769 4.93018
C -3.70123 0.48224 0.15217
C 1.32430 3.63519 3.63260
C 3.44040 7.56731 5.24690
C 1.37940 2.37595 4.22634
C -3.03956 2.36128 1.51683
C 4.25765 -0.20128 1.60616
C 2.19040 3.59034 -0.38646
C -4.01952 1.65161 0.87596
C 3.00852 6.20588 3.28564
C 2.07933 4.66327 0.70833
C 3.00018 -4.47417 -0.73753
C 0.15145 4.37982 3.77724
C 6.81259 1.99275 2.91217
C 6.41014 2.46912 1.67269
C 3.12387 8.62294 3.11542
C 1.79761 -3.56680 -0.49223
H 2.65472 -5.50156 -0.87582
H -5.05084 1.97576 0.92619
H 3.22931 3.36671 -0.65098
H 0.68119 -4.98059 0.69444
H 4.50081 0.54110 -1.69647
H 0.09649 5.38510 3.36791
H 3.33092 0.08779 2.10015
H 4.15797 -1.84536 -2.37559
H 2.75258 7.33295 1.46292
H -4.89047 -2.12697 -1.67262
H 4.94942 3.57002 0.58089
H -1.71477 2.22229 5.60423
H 3.06994 9.51765 2.50844
H 2.94587 0.96610 -2.42915
H 6.25598 -1.97640 0.90594
H 1.11805 -3.60257 -1.34634
H -0.90490 2.45843 1.92952
H 4.52126 0.59772 0.90977
H 7.03179 2.30852 0.80061
H 3.91525 -2.31642 1.63955
H 2.27785 1.77634 4.14180
H 2.54257 5.56470 0.30883
H 3.63281 7.63658 6.30988
H 3.56549 -4.19783 -1.62993
H 0.35975 0.89092 5.39345
H 1.67861 -3.89563 1.65709
H 3.51779 9.69006 4.93365
H 5.04745 -0.23878 2.35963
H 1.02057 4.90002 0.85311
H 4.27516 0.40188 -3.43881
H 0.16656 -3.31367 0.93483
H 3.68191 -4.47272 0.11500
H 1.97099 -2.58366 -3.36940
H 1.71835 3.94141 -1.30556
H 2.76474 -1.41543 -4.42114
H 5.72326 -1.12755 -0.53675
H 5.39598 -2.85422 -0.35437
H 6.34565 1.88881 5.00435
H 4.24466 3.12678 4.79310
H 7.74148 1.44570 3.00956
H 3.28902 5.44135 5.28173
H 1.41752 -0.90764 -3.40378
H -3.27415 3.24918 2.08609
H -1.83098 4.48102 4.59755

Forces on atoms 1 to 2 (eV/Å):
Ir -0.6943 -1.4016 -0.3554
I -0.0887 0.0071 -0.0005

Computed properties:
relative energy (zero: lowest compared OMol25 entry of this formula, charge and spin)	0.0	kcal per mole
frontier orbital gap	6.68	eV
M	1215.18	g/mol
total charge	+1
max |F|	1.6	eV/Å

Charges per atom according to Mulliken partitioning, unit e: Ir 2.342; I 0.124; I 0.096; Sb 0.367; Ge 1.534; O 0.315; O -0.620; O -1.401; N -0.490; C -0.273; C -1.481; C -0.303; C -0.131; C 0.140; C -0.447; C 0.129; C -0.386; C 0.567; C -0.183; C -1.375; C -0.796; C -0.580; C -0.020; C -0.486; C -1.302; C -1.488; C 0.282; C -0.763; C 0.263; C 0.348; C -0.322; C -0.712; C 0.887; C 0.736; C -0.757; C -0.202; C -1.257; C -0.957; C -1.181; C -0.474; C 0.008; C -1.185; C -1.470; C -0.724; C -0.565; C -0.634; C -0.742; C 0.639; H 0.499; H 0.214; H 0.249; H 0.419; H 0.214; H 0.395; H -0.118; H 0.511; H 0.233; H 0.370; H 0.399; H 0.428; H 0.416; H 0.213; H 0.475; H 0.128; H 0.457; H 0.014; H 0.438; H 0.636; H 0.227; H 0.297; H 0.414; H 0.334; H 0.464; H 0.304; H 0.385; H 0.712; H 0.568; H 0.525; H 0.215; H 0.290; H 0.355; H 0.568; H 0.445; H 0.251; H 0.352; H 0.422; H 0.271; H 0.426; H 0.203; H 0.303; H 0.492; H 0.516

Density functional theory data (ωB97M-V with the def2-TZVPD basis set) for C39H45AsBrIrN5O2S2Si as an isolated structure at a distorted geometry.

Geometry (Å):
Ir -7.84186 -20.87311 -2.39133
Br -10.41387 -29.26716 -1.19510
As -11.81032 -16.11088 -2.34438
S -7.40321 -18.09722 -4.60741
S -10.87369 -17.95393 -2.75475
Si -5.40310 -21.37351 -1.47192
O -6.92105 -19.46867 -4.15442
O -9.47081 -20.65750 -3.55357
N -7.75263 -22.65641 -3.47947
N -10.86369 -24.97285 -6.44687
N -10.42633 -26.17143 -6.34543
N -9.62919 -21.46683 -0.87169
N -7.97793 -19.25210 -1.09436
C -8.63760 -19.47056 0.09461
C -6.69266 -17.26301 -7.07841
C -5.73663 -22.77273 -0.26162
C -8.20352 -25.02379 -4.96738
C -4.28386 -21.69974 -2.94871
C -10.06514 -28.92596 -4.01039
C -6.08819 -17.57868 -5.72017
C -7.31860 -18.12805 -1.26358
C -4.60459 -21.66001 -4.30765
C -3.62862 -21.83794 -5.28568
C -12.13842 -15.73040 -0.45544
C -7.24846 -17.13558 -0.28562
C -10.62832 -26.91017 -5.22941
C -8.79506 -22.74837 -4.40484
C -10.28912 -23.88637 -5.93064
C -7.16272 -24.91074 -4.07207
C -9.07669 -23.91999 -5.09969
C -2.30498 -22.01937 -4.89966
C -8.57146 -18.31379 -5.96810
C -7.82258 -17.35308 0.92551
C -13.56356 -16.00131 -3.13913
C -2.95248 -21.89609 -2.60045
C -1.96544 -22.03828 -3.57036
C -9.67163 -20.15030 2.58422
C -10.80698 -14.60386 -3.03750
C -9.04773 -18.95038 2.44461
C -9.42445 -20.63945 0.25746
C -11.25498 -27.09452 -2.86554
C -10.59094 -28.33048 -2.84494
C -10.05153 -28.21516 -5.17665
C -9.65555 -21.61519 -4.49419
C -4.95483 -19.81473 -0.57091
C -9.90114 -20.98187 1.48031
C -10.97401 -22.68541 -6.13392
C -7.80022 -18.30716 -7.28373
C -8.51090 -18.58491 1.18011
C -11.26562 -26.39875 -4.05470
C -10.67965 -21.55456 -5.41934
C -6.98268 -23.72528 -3.33871
H -6.81050 -17.98335 -2.20474
H -10.48962 -21.88527 1.56830
H -8.93876 -18.28394 3.27228
H -9.62977 -29.92106 -3.95445
H -12.83241 -16.49821 -0.09195
H -1.56400 -22.16319 -5.66175
H -7.75950 -16.64075 1.71903
H -5.46068 -18.47897 -5.78145
H -11.20115 -15.80992 0.10254
H -4.99797 -18.93651 -1.20597
H -3.91358 -19.93860 -0.27263
H -7.13019 -16.26168 -7.09705
H -9.11270 -19.23947 -5.78247
H -10.06186 -20.46160 3.53740
H -5.55580 -19.64724 0.31921
H -10.76214 -14.71609 -4.13146
H -8.28676 -25.92330 -5.56704
H -11.73684 -26.71325 -1.98201
H -12.55763 -14.72628 -0.34673
H -11.22589 -20.62274 -5.48143
H -6.42424 -25.67587 -3.88676
H -11.26192 -13.65749 -2.77957
H -9.29964 -17.51900 -5.87432
H -6.53207 -23.46038 -0.47639
H -5.91762 -17.32637 -7.85043
H -5.99019 -22.29938 0.69261
H -11.73717 -25.42548 -4.13673
H -5.54853 -16.76996 -5.22146
H -4.80456 -23.33032 -0.11760
H -9.79410 -14.66634 -2.59852
H -11.83056 -22.65303 -6.79189
H -10.25293 -20.99735 -1.54714
H -3.91243 -21.83925 -6.32384
H -6.70299 -16.26322 -0.54939
H -10.06870 -22.35406 -0.60567
H -7.36727 -19.28859 -7.48049
H -9.61494 -28.64251 -6.06218
H -6.14806 -23.70238 -2.65217
H -13.46078 -16.17226 -4.21095
H -14.17970 -16.78118 -2.66366
H -14.00875 -15.02673 -2.94841
H -0.94503 -22.22313 -3.25898
H -2.63144 -21.90713 -1.57457
H -8.43045 -17.98888 -8.11697
H -5.62478 -21.48423 -4.63755

Forces on atoms 1 to 2 (eV/Å):
Ir 0.3376 0.2370 0.1386
Br -0.1240 0.2209 -0.3681

Computed properties:
relative energy (zero: lowest compared OMol25 entry of this formula, charge and spin)	3.1	kcal per mole
frontier orbital gap (spin up / spin down)	5.93 / 4.92	eV
M	1055.09	g/mol
⟨S²⟩	8.8722
total charge	+2
multiplicity	6
max |F|	1.3	eV/Å

Charges per atom according to Mulliken partitioning, unit e: Ir 1.202; Br -0.147; As 0.555; S 0.589; S -0.584; Si 0.472; O -0.915; O -0.431; N -0.066; N -0.249; N -0.681; N -0.065; N 1.119; C 0.761; C -0.705; C -1.195; C -0.857; C 0.967; C -0.439; C -0.667; C -0.697; C 0.295; C -1.040; C -1.017; C -1.729; C 0.075; C -0.154; C 0.031; C -1.770; C 1.260; C -0.502; C 0.069; C -0.914; C -1.056; C -0.932; C -0.832; C -0.907; C -1.008; C -0.961; C -0.157; C -0.770; C 0.165; C -0.140; C -0.166; C -1.186; C -0.644; C -0.733; C -0.635; C 0.769; C -0.151; C -0.362; C 0.223; H 0.955; H 0.460; H 0.531; H 0.423; H 0.339; H 0.431; H 0.592; H 0.139; H 0.280; H 0.280; H 0.521; H 0.301; H -0.497; H 0.451; H 0.272; H 0.326; H 0.793; H 0.471; H 0.412; H 0.632; H 0.538; H 0.435; H 0.589; H 0.461; H 0.380; H 0.369; H 0.468; H 0.473; H 0.427; H 0.276; H 0.497; H 0.297; H 0.497; H 0.671; H 0.260; H 0.303; H 0.487; H 0.675; H 0.328; H 0.351; H 0.400; H 0.413; H 0.393; H 0.390; H 0.424

Density functional theory data (ωB97M-V with the def2-TZVPD basis set) for C39H45ClCoN3P as an isolated structure.

Geometry (Å):
Co 0.80014 -0.73909 -0.04620
Cl 1.49245 -3.12586 -3.11352
P 1.62786 0.86533 1.50983
N -0.65791 0.56275 -0.38252
N -0.39737 -1.88248 1.40976
N 1.96218 -2.35093 0.40515
C 1.89149 -4.69662 0.85253
C 0.94142 -1.57558 -3.73286
C -4.65961 0.71678 -4.52281
C -0.05718 1.48929 1.78956
C -3.06146 1.82967 -2.92286
C 2.62797 2.35894 1.03123
C 3.92562 -3.67259 0.13422
C -1.58438 -1.55410 1.90997
C -1.74305 2.54558 3.20775
C -2.32285 1.71640 1.00079
C 3.25479 -2.46428 0.09932
C -2.20258 -3.84003 2.17541
C -0.21090 -0.40122 -5.46708
C -1.57447 -1.97585 -1.71588
C 0.05124 0.78667 -4.79827
C -0.07858 -3.18049 1.30711
C 1.48007 -0.70119 3.78728
C -1.58115 0.58198 -1.45273
C -2.51580 -2.49853 2.31298
C 0.24534 -1.59274 -4.92804
C 0.73896 0.77628 -3.60076
C -3.59469 0.66899 -3.46513
C -2.66580 2.33712 2.18426
C -2.13085 3.18572 4.51109
C 2.27986 0.45604 3.19354
C -0.44756 2.11029 2.97122
C -1.00792 1.25189 0.74939
C -0.96082 -4.18956 1.67034
C 1.91761 -0.43435 -1.72216
C -3.06308 -0.52684 -3.01957
C 3.21986 -4.81276 0.48972
C -2.06736 1.80936 -1.95766
C 1.29384 -3.44278 0.82084
C 2.81869 3.38932 2.14250
C 1.99447 3.02690 -0.18528
C -2.07030 -0.59438 -2.04612
C -1.53734 3.13924 -1.49599
C 1.20135 -0.40592 -3.00903
C 3.75904 0.08631 3.11320
H -2.20384 -2.46857 -0.97145
H 1.82741 -0.92599 4.79798
H -2.29285 2.44199 5.29523
H 0.28973 2.25938 3.75288
H 3.43304 3.02413 2.96503
H 1.20585 3.70659 0.14198
H -3.05361 3.75657 4.40580
H 0.06706 -2.53610 -5.42647
H 2.17315 1.32788 3.84477
H -1.79364 -0.49482 1.98661
H -4.28775 1.18601 -5.43608
H 1.33443 -5.56542 1.16795
H 2.73355 3.61221 -0.73428
H -0.62603 3.03020 -0.92019
H 2.62082 -1.26156 -1.75971
H -0.29446 1.72733 -5.20757
H -3.08767 1.55775 0.25298
H -5.00173 -0.28534 -4.77891
H 0.41510 -0.47222 3.83361
H 4.13656 -0.17282 4.10521
H -1.35639 3.86833 4.86478
H 1.54716 2.29889 -0.85860
H 3.90452 -0.78467 2.46985
H 4.97297 -3.71360 -0.12582
H -2.26180 3.66204 -0.86654
H 1.60159 -1.60007 3.17889
H 0.93232 1.71309 -3.09388
H -0.69177 -5.22886 1.55715
H 1.85172 3.69990 2.54352
H 3.75329 -1.54906 -0.18970
H -0.54521 -1.98079 -1.35329
H -1.57937 -2.59185 -2.61867
H -1.32851 3.77378 -2.36054
H 4.37399 0.89820 2.72404
H 3.30603 4.27986 1.73856
H -0.76618 -0.40409 -6.39559
H -3.41323 2.79477 -3.27640
H -5.52419 1.29324 -4.18955
H 3.60829 1.96126 0.74424
H -2.91140 -4.60642 2.45724
H -3.41513 -1.45772 -3.45398
H -3.69237 2.66032 2.32150
H 2.47040 0.48985 -1.54217
H 3.70387 -5.78002 0.50296
H -3.46693 -2.17628 2.71208

Forces on atoms 1 to 2 (eV/Å):
Co 0.3321 -0.4485 0.2239
Cl 0.0035 -0.0045 0.0295

Computed properties:
relative energy (zero: lowest compared OMol25 entry of this formula, charge and spin)	3.6	kcal per mole
frontier orbital gap (spin up / spin down)	5.68 / 5.68	eV
M	681.17	g/mol
⟨S²⟩	0.7826
total charge	0
multiplicity	2
max |F|	0.6	eV/Å

Charges per atom according to Mulliken partitioning, unit e: Co -0.463; Cl -0.218; P 1.024; N 1.657; N 0.756; N 1.878; C -0.998; C 0.542; C -1.589; C -0.545; C -1.117; C 0.674; C -1.437; C -0.226; C 0.404; C 0.177; C -0.457; C -0.864; C -0.565; C -1.507; C -0.804; C 0.265; C -1.256; C 0.277; C -0.877; C -0.741; C 0.011; C 0.532; C -1.182; C -1.658; C 0.388; C -0.052; C -1.482; C -1.044; C -1.400; C -0.795; C -0.758; C 1.754; C 0.868; C -1.629; C -1.225; C 0.314; C -2.026; C -0.518; C -1.610; H 0.468; H 0.628; H 0.268; H 0.443; H 0.336; H 0.412; H 0.399; H 0.444; H 0.662; H 0.079; H 0.293; H 0.430; H 0.562; H 0.039; H 1.300; H 0.358; H 0.552; H 0.397; H 0.198; H 0.483; H 0.381; H -0.188; H 0.168; H 0.476; H 0.401; H -0.036; H 0.320; H 0.459; H 0.256; H 0.693; H -0.334; H 0.502; H 0.595; H 0.358; H 0.474; H 0.406; H 0.444; H 0.348; H 0.658; H 0.423; H 0.307; H 0.344; H 0.330; H 0.444; H 0.547